# 1
Below is a structure of composition C22H33BiN4O4SSe2SiTe3, with properties calculated with ωB97M-V with the def2-TZVPD basis set.

Each line ends with the Löwdin charge.
Atoms and positions in Å:
1 Bi -0.126388 0.597000 0.974749  1.5556
2 C -3.755407 -2.519987 1.827460  -0.1029
3 O -3.223491 -3.086466 0.638866  -0.1452
4 C -1.927604 -3.531400 0.720385  -0.2871
5 C -1.697291 -4.867956 0.487444  -0.0459
6 C -0.402868 -5.382530 0.467565  -0.1150
7 C 0.649117 -4.528248 0.699187  -0.0810
8 C 0.449496 -3.158688 0.935719  -0.1693
9 C 1.651798 -2.376006 1.175000  -0.1123
10 N 1.748317 -1.102774 1.217768  -0.1124
11 N 3.022066 -0.634131 1.511775  0.0484
12 C 3.081509 0.674720 1.459095  -0.5248
13 O 2.154609 1.495428 1.162668  -0.2748
14 C 4.417807 1.254341 1.817361  -0.1453
15 C 5.602575 0.615036 1.468416  -0.0371
16 C 6.825824 1.174658 1.807347  -0.1011
17 C 6.876138 2.372588 2.508440  -0.1193
18 C 5.695107 3.015006 2.856092  -0.1005
19 C 4.472727 2.463319 2.501862  -0.0310
20 C -0.859542 -2.623514 0.942139  -0.3141
21 O -1.131997 -1.366726 1.198966  -0.3538
22 H -4.719302 -2.093191 1.557431  0.0701
23 H -3.114301 -1.729167 2.213265  0.0753
24 H -3.890333 -3.300874 2.586414  0.0847
25 H -2.556781 -5.497231 0.289812  0.1148
26 H -0.230886 -6.430842 0.261202  0.0892
27 H 1.667567 -4.903348 0.692926  0.1007
28 H 2.572390 -2.944139 1.333445  0.1155
29 H 5.545499 -0.321863 0.931021  0.1042
30 H 7.744142 0.677176 1.518613  0.0917
31 H 7.832016 2.807391 2.775991  0.0877
32 H 5.727264 3.954035 3.395885  0.0917
33 H 3.543388 2.966066 2.736645  0.1106
34 Se -1.040012 0.895500 -3.149285  -0.2756
35 Te 2.019037 0.514215 -6.289583  -0.3084
36 Te 0.325385 2.077609 -4.907743  -0.0531
37 Se 0.685866 0.835758 -1.515851  0.0376
38 C -4.254251 -0.967492 -3.000751  -0.4743
39 Te -3.583156 -0.046381 -1.195155  1.1451
40 C -4.627089 1.760721 -1.617884  -0.4526
41 H -4.054717 -0.291268 -3.832707  -0.0101
42 H -5.311863 -1.222233 -2.965834  -0.0155
43 H -3.649423 -1.864468 -3.123767  -0.0629
44 H -5.681238 1.554090 -1.794430  -0.0114
45 H -4.185567 2.244235 -2.489697  -0.0025
46 H -4.513596 2.405486 -0.751116  -0.0474
47 C 2.563535 -1.804423 -2.919624  -0.1293
48 N 1.401675 -2.564615 -2.501354  -0.0539
49 C 0.250971 -2.605283 -3.208386  -0.9451
50 N 0.305666 -2.226399 -4.494115  0.0875
51 S -1.167860 -3.118627 -2.478159  0.6421
52 H 3.335112 -1.913140 -2.159511  0.0817
53 H 2.339371 -0.741279 -3.049813  -0.0024
54 H 2.953856 -2.179197 -3.868106  0.0707
55 H 1.253043 -2.714183 -1.515685  0.0748
56 H 1.030891 -1.598749 -4.841853  -0.0691
57 H -0.595832 -2.048785 -4.906972  0.0769
58 C -1.972962 3.169123 3.317857  -0.1882
59 Si -2.073801 3.337870 1.427510  0.1778
60 C -3.691078 4.236529 1.063621  -0.1927
61 C -0.675125 4.485574 0.908231  -0.1748
62 O -1.970065 1.906194 0.697929  -0.6661
63 H -2.600990 3.905611 3.827609  0.0111
64 H -0.948541 3.301469 3.677646  0.0164
65 H -2.306588 2.174408 3.625060  0.0168
66 H -3.710929 5.196571 1.589003  0.0182
67 H -4.553490 3.652086 1.395426  0.0231
68 H -3.804623 4.434360 -0.004602  0.0190
69 H -0.728827 5.453299 1.417065  0.0195
70 H -0.705011 4.658052 -0.170392  0.0318
71 H 0.299065 4.040080 1.134463  0.0180

Atoms 1-6, force components in eV/Å:
-0.008 0.151 0.149
0.013 -0.013 -0.030
-0.012 0.078 -0.023
0.018 -0.113 0.087
-0.059 0.054 0.059
0.062 0.001 0.005

ΔE to the lowest compared entry with this formula, charge and spin = 12.4 kcal per mole
Charge = -2
HOMO energy = -1.3 eV
Calculated total energy = -214630.5611 eV
Max |F| = 0.50 eV/Å

---

# 2
Below is a structure of composition C22H26BBrN6O2Pd, with properties calculated with ωB97M-V with the def2-TZVPD basis set.

Each line ends with the natural charge from an NBO analysis.
Atoms and positions in Å:
1 Pd 1.277660 0.273532 -0.468753  -0.0043
2 C 1.454619 -0.384618 3.154318  -0.6443
3 C 0.152986 0.241002 2.778644  0.1341
4 C -1.059590 0.325348 3.499889  -0.3834
5 C -1.944903 0.926991 2.628626  0.1485
6 C -3.381878 1.281668 2.840905  -0.6278
7 N -1.278133 1.175326 1.479216  -0.3353
8 N 0.009205 0.768477 1.578154  -0.2721
9 B -1.803669 1.826514 0.176945  0.5675
10 N -0.814163 2.916176 -0.323629  -0.3298
11 N 0.445993 2.605473 -0.715043  -0.2404
12 C 1.036463 3.738583 -1.042976  0.1211
13 C 2.455633 3.708329 -1.507696  -0.6427
14 C 0.149863 4.824554 -0.864029  -0.3905
15 C -1.016338 4.250155 -0.402064  0.1653
16 C -2.307244 4.908386 -0.032075  -0.6325
17 N -2.038376 0.758372 -0.918308  -0.3439
18 N -0.988154 0.092897 -1.449320  -0.2660
19 C -1.474149 -0.748108 -2.341697  0.1422
20 C -0.537226 -1.649501 -3.077344  -0.6448
21 C -2.882169 -0.623422 -2.411921  -0.3866
22 C -3.195869 0.351130 -1.487328  0.1510
23 C -4.534425 0.912969 -1.126383  -0.6283
24 H 1.613724 -0.365810 4.236267  0.1766
25 H 1.480741 -1.420959 2.806983  0.2432
26 H 2.265151 0.135780 2.642117  0.2388
27 H -1.266827 -0.011309 4.504834  0.1919
28 H -3.695908 0.933812 3.826531  0.2006
29 H -3.547246 2.360683 2.786898  0.2059
30 H -4.029249 0.819471 2.093423  0.2094
31 H -2.864380 2.352459 0.418579  -0.0765
32 H 2.788858 2.667742 -1.477281  0.2610
33 H 2.556514 4.088837 -2.528786  0.1876
34 H 3.103335 4.305320 -0.859183  0.1908
35 H 0.329207 5.874938 -1.039610  0.1914
36 H -2.218246 5.985933 -0.181060  0.1983
37 H -3.136811 4.542205 -0.640612  0.2109
38 H -2.569932 4.723311 1.011497  0.2133
39 H 0.466079 -1.477684 -2.679768  0.2652
40 H -0.796361 -2.700232 -2.924794  0.2000
41 H -0.539927 -1.447010 -4.153060  0.1843
42 H -3.573625 -1.171336 -3.035160  0.1913
43 H -5.302860 0.432334 -1.734225  0.1999
44 H -4.776129 0.747628 -0.074668  0.2082
45 H -4.580524 1.990322 -1.299973  0.2091
46 Br 4.495611 -6.866151 2.504445  -0.0321
47 C 4.128382 -5.847049 0.923899  -0.0547
48 C 4.720799 -6.246421 -0.261397  -0.2986
49 C 4.477907 -5.477863 -1.395398  -0.2361
50 C 3.691348 -4.338121 -1.319541  -0.1484
51 C 3.096158 -3.957131 -0.121686  -0.0738
52 C 3.311969 -4.736738 1.013659  -0.2470
53 C 2.197314 -2.707017 -0.050121  0.7407
54 O 1.100947 -2.881566 0.499045  -0.7228
55 O 2.731887 -1.701724 -0.570204  -0.7407
56 H 5.345242 -7.128544 -0.298073  0.2051
57 H 4.921876 -5.773483 -2.339709  0.1933
58 H 3.529892 -3.715531 -2.190717  0.2187
59 H 2.818947 -4.469328 1.938719  0.2380

Atoms 1-6, force components in eV/Å:
0.425 -0.034 -0.161
-0.009 -0.072 -0.009
-0.010 0.002 0.031
0.045 -0.040 -0.017
-0.013 0.016 -0.043
0.016 -0.017 0.013

ΔE to the lowest compared entry with this formula, charge and spin = 0.0 kcal per mole
Charge = -2
HOMO energy = 1.1 eV
Calculated total energy = -110472.7830 eV
Max |F| = 0.49 eV/Å

---

# 3
Below is a structure of composition C19H45BN2O5Si2, with properties calculated with ωB97M-V with the def2-TZVPD basis set.

Each line ends with the Löwdin charge.
Atoms and positions in Å:
1 C -9.100745 -1.846432 -3.981119  -0.0927
2 O -8.703801 -3.144956 -4.431852  -0.0602
3 B -7.408764 -3.160562 -4.998936  -0.6483
4 O -7.320264 -3.110138 -6.417743  0.0708
5 Si -5.776181 -3.315349 -3.907491  0.5996
6 O -5.408156 -1.919928 -2.986584  -0.5151
7 Si -5.234000 -0.495156 -3.913953  0.5449
8 H -9.405693 -1.204730 -4.823854  0.0969
9 H -9.936653 -1.977685 -3.278495  0.0952
10 H -8.280536 -1.375819 -3.410906  0.0613
11 H -7.489795 -2.227208 -6.745714  0.0885
12 H -6.002018 -4.416171 -2.941651  -0.0288
13 H -4.675217 -3.729907 -4.802757  -0.0255
14 H -4.561900 0.507370 -3.060902  -0.0669
15 H -6.560091 0.086939 -4.232534  -0.0555
16 H -4.422386 -0.661680 -5.123784  -0.0510
17 C 0.912796 0.347112 -0.952668  -0.0228
18 C -0.015873 1.366871 -1.662481  -0.4757
19 C 0.379793 2.806290 -1.294693  -0.1435
20 C -0.042866 3.215915 0.108910  -0.1768
21 C -1.538619 2.983950 0.293069  -0.1362
22 C -1.953587 1.541714 -0.023421  -0.4880
23 N -1.438016 1.070871 -1.340558  -0.0619
24 O -2.182486 1.610838 -2.272112  -0.0426
25 C -1.459320 0.626610 1.117102  -0.0460
26 C -3.484666 1.435716 0.046673  -0.0464
27 C 0.296563 1.182320 -3.156328  -0.0503
28 H 1.805123 0.827548 -0.549224  0.0798
29 H 0.439899 -0.194093 -0.139170  0.0545
30 H 1.245223 -0.435098 -1.637085  0.0820
31 H -0.077560 3.502545 -2.006839  0.1230
32 H 1.459202 2.933104 -1.404615  0.1215
33 H 0.535628 2.664892 0.856893  0.1043
34 H 0.183298 4.273909 0.264942  0.1131
35 H -1.821471 3.233756 1.318929  0.1242
36 H -2.084822 3.679474 -0.352687  0.1248
37 H -1.607270 -0.425908 0.867799  0.0948
38 H -2.019169 0.822874 2.033107  0.0856
39 H -0.411971 0.781388 1.374387  0.0536
40 H -3.982630 2.135534 -0.624277  0.0763
41 H -3.832967 1.664667 1.054664  0.0842
42 H -3.817855 0.425166 -0.199151  0.0881
43 H -0.010999 0.194379 -3.503985  0.0890
44 H 1.371218 1.276237 -3.322059  0.0901
45 H -0.189644 1.931197 -3.782247  0.0760
46 C 6.311131 -1.849406 2.732645  -0.0218
47 C 5.394484 -0.817919 2.022471  -0.4775
48 C 5.808244 0.617633 2.386843  -0.1444
49 C 5.390936 1.037134 3.789366  -0.1773
50 C 3.892162 0.824954 3.973533  -0.1359
51 C 3.458287 -0.612679 3.661651  -0.4888
52 N 3.968905 -1.094454 2.345919  -0.0627
53 O 3.233327 -0.546827 1.413494  -0.0254
54 C 3.938628 -1.530396 4.805679  -0.0475
55 C 1.925854 -0.697597 3.730939  -0.0398
56 C 5.702228 -1.011844 0.528764  -0.0493
57 H 7.210774 -1.378777 3.132801  0.0887
58 H 5.830858 -2.382575 3.547559  0.0535
59 H 6.630260 -2.635552 2.046429  0.0791
60 H 5.359253 1.317404 1.673079  0.1233
61 H 6.889042 0.730769 2.275865  0.1216
62 H 5.962034 0.481733 4.539376  0.1062
63 H 5.630423 2.092424 3.941855  0.1141
64 H 3.611913 1.081960 4.998164  0.1253
65 H 3.355543 1.525433 3.324910  0.1234
66 H 3.776546 -2.581680 4.559742  0.0930
67 H 3.380701 -1.323597 5.720123  0.0855
68 H 4.987200 -1.388694 5.063966  0.0653
69 H 1.437919 0.006877 3.057261  0.0659
70 H 1.579883 -0.460578 4.737743  0.0863
71 H 1.579021 -1.704067 3.488259  0.0938
72 H 5.381011 -1.996649 0.184785  0.0904
73 H 6.777727 -0.932576 0.360794  0.0907
74 H 5.224954 -0.258821 -0.098618  0.0763

Atoms 1-6, force components in eV/Å:
-0.087 -0.138 0.689
1.207 0.437 -0.544
-2.165 0.174 -1.605
0.477 -0.192 1.608
0.785 -0.211 1.442
-0.172 0.158 -2.130

2S+1 = 3
Charge = 0
HOMO energy (spin up / spin down) = -8.5 / -9.3 eV
Calculated total energy = -50080.6350 eV
<S²> = 2.01
Max |F| = 3.02 eV/Å

---

# 4
Below is a cluster of 2 separate species, CH3N2S in total, with properties calculated with ωB97M-V with the def2-TZVPD basis set.

Each line ends with the natural charge from an NBO analysis.
Atoms and positions in Å:
1 C -0.405227 0.119979 0.189936  0.3434
2 N -1.074298 -0.664298 -0.553646  -0.3297
3 N 0.743392 0.312036 0.794287  -0.7250
4 S -2.075924 0.619739 0.066572  0.7582
5 H 0.137890 -1.445381 -2.471982  0.0385
6 H 1.670876 0.036096 0.516943  0.4595
7 H 1.003292 1.021829 1.457890  0.4551

Atoms 1-6, force components in eV/Å:
0.968 1.136 1.780
-0.538 -0.846 -0.985
0.289 0.495 -0.135
0.944 -0.168 0.151
0.039 0.033 -0.064
-0.180 -1.478 -1.195

ΔE to the lowest compared entry with this formula, charge and spin = 88.1 kcal per mole
Charge = +1
HOMO energy (spin up / spin down) = -14.5 / -15.8 eV
Calculated total energy = -14887.9134 eV
Max |F| = 2.32 eV/Å

---

Q: Which value of max |F| does entry 1 give?
A: 0.50 eV/Å

---

Q: Look up the calculated total energy of the first one.
A: -214630.5611 eV